Record 1
The following is a quantum chemistry calculation of a structure of composition C5H6O2 at a distorted geometry, from the OMol25 dataset.

The HOMO energy is -0.319 Eh. Its lowest unoccupied orbital energy is 1.01 eV. As for the max |F|: 1.69 eV/Å. As for the relative energy (zero: lowest compared OMol25 entry of this formula, charge and spin): 3.571 eV.

Structure (XYZ):
```
13
Properties=species:S:1:pos:R:3:forces:R:3
O -0.70076 -0.39854 1.35078 -0.097 0.299 0.184
O 0.36909 -1.01006 -1.08402 -0.198 -0.671 0.152
C 0.65734 0.91037 -0.16701 0.351 -0.473 -0.327
C -0.46400 0.17496 -0.91184 -0.326 -0.174 -0.094
C 0.57583 0.09671 1.10202 0.237 -0.081 0.164
C -1.47304 -0.24769 0.15754 -0.174 0.158 -0.168
C 1.24630 -0.48822 -0.08757 0.429 -0.272 -0.041
H -2.28305 0.45785 0.37188 0.100 0.126 -0.280
H 1.10983 0.41929 1.98932 0.042 -0.350 -0.106
H -0.90882 0.56079 -1.83477 0.275 -0.138 0.143
H 2.30409 -0.70877 -0.13427 -0.089 -0.159 -0.124
H 1.46737 1.45125 -0.62405 -0.644 1.517 0.396
H -1.90019 -1.21795 -0.12802 0.093 0.217 0.103
```
Forces are in eV/Å.

Atom charges from the Mulliken analysis, given in e for atoms 1 to 2: atom 1 (O): -0.41, atom 2 (O): -0.43

=====

Record 2
The following is a quantum chemistry calculation of an isolated molecule of C6H10O3 at a distorted geometry, from the OMol25 dataset.

The HOMO energy is -0.315 Eh. Its lowest unoccupied orbital energy is 0.63 eV. As for the max |F|: 3.47 eV/Å. As for the relative energy (zero: lowest compared OMol25 entry of this formula, charge and spin): 1.333 eV.

Structure (XYZ):
```
19
Properties=species:S:1:pos:R:3:forces:R:3
O -0.66315 1.94842 0.93120 -0.024 0.429 -0.067
O 2.48432 -0.91621 -0.25415 0.094 0.064 -0.267
O -1.49065 0.62185 -1.17519 0.535 -0.519 -0.246
C 1.55405 1.12093 -1.02771 -0.037 -0.098 -0.396
C -0.69378 0.57596 1.09856 -0.337 -0.973 -2.160
C 0.60062 -0.15587 0.95144 0.810 -0.452 -0.205
C 1.44782 -0.03893 -0.09312 0.516 0.300 1.391
C -1.83387 -1.51071 -0.11382 0.440 -0.310 -0.524
C -1.29235 -0.11571 -0.23122 -1.916 1.857 2.212
H -1.64648 -1.94241 0.86776 0.079 0.000 -0.066
H 1.44394 2.06897 -0.49586 -0.091 -0.232 -0.074
H 0.78390 1.05110 -1.80243 0.055 0.132 0.039
H -2.91226 -1.48023 -0.29322 0.134 0.138 0.010
H -1.39214 -2.13685 -0.89630 -0.100 -0.060 0.176
H 2.48839 -1.57864 0.44603 -0.170 0.032 -0.006
H -1.22006 0.29527 2.01220 -0.025 -0.020 -0.127
H 2.53084 1.10180 -1.51361 -0.087 -0.053 0.060
H -0.88418 2.11275 -0.00669 -0.077 -0.092 0.222
H 0.69504 -1.02152 1.59612 0.201 -0.142 0.030
```
Forces are in eV/Å.

Atom charges from the Mulliken analysis, given in e for atoms 1 to 2: atom 1 (O): -0.61, atom 2 (O): -0.51

=====

Record 3
The following is a quantum chemistry calculation of a cluster of 2 separate species, C6H16NO in total, from the OMol25 dataset.

The HOMO energy (alpha / beta) is -0.117 / -0.354 Eh. Its lowest unoccupied orbital energy (alpha / beta) is 0.82 / 0.57 eV. As for the max |F|: 0.68 eV/Å. As for the expectation value of S²: 0.75. As for the relative energy (zero: lowest compared OMol25 entry of this formula, charge and spin): 1.430 eV. The spin multiplicity is 2.

Structure (XYZ):
```
24
Properties=species:S:1:pos:R:3:forces:R:3
O -1.52137 -2.31840 -0.80178 0.187 -0.190 -0.150
N -2.24031 0.00217 0.58857 -0.060 -0.108 -0.544
C 1.20312 0.02006 -0.74378 0.203 0.222 0.032
C -1.17486 0.92990 1.07201 -0.171 -0.206 -0.080
C 0.09463 0.93614 -1.17641 -0.376 0.199 0.126
C -0.56150 1.75022 -0.04633 0.382 -0.221 -0.070
C 2.00826 0.19029 0.29862 -0.054 -0.185 0.057
C 3.09240 -0.79304 0.62291 0.425 0.473 0.237
H 1.90347 1.05835 0.94418 -0.035 -0.053 0.021
H -1.93743 -0.63769 -0.17778 0.146 0.150 0.297
H -1.29948 2.39973 -0.50520 -0.242 0.146 0.065
H 0.18336 2.40648 0.41930 -0.052 -0.019 -0.106
H -0.70905 -2.47662 -1.30567 -0.090 -0.022 0.077
H 1.38389 -0.87064 -1.33989 -0.113 0.051 -0.164
H -3.05977 0.53387 0.23121 -0.061 -0.115 0.203
H 4.04977 -0.28652 0.80305 -0.176 -0.023 -0.036
H -1.49052 -2.94926 -0.05938 -0.078 0.191 -0.042
H 2.90890 -1.40843 1.50556 -0.234 0.101 0.028
H -1.64941 1.55853 1.81864 -0.036 0.170 0.074
H -0.44268 0.31331 1.58214 0.131 -0.062 -0.044
H 0.40322 1.66541 -1.93313 0.360 -0.135 0.031
H -0.66672 0.35288 -1.70454 -0.059 -0.069 0.134
H 3.23194 -1.44185 -0.22315 0.110 -0.452 -0.309
H -2.55766 -0.67823 1.34532 -0.107 0.157 0.162
```
Forces are in eV/Å.

Atom charges from the Mulliken analysis, given in e for atoms 1 to 2: atom 1 (O): -0.81, atom 2 (N): -1.18

=====

Record 4
The following is a quantum chemistry calculation of a cluster of 2 separate species, C6H13NS in total at a distorted geometry, from the OMol25 dataset.

The HOMO energy is -0.328 Eh. Its lowest unoccupied orbital energy is -0.07 eV. As for the max |F|: 4.60 eV/Å. As for the relative energy (zero: lowest compared OMol25 entry of this formula, charge and spin): 3.243 eV.

Structure (XYZ):
```
21
Properties=species:S:1:pos:R:3:forces:R:3
S -2.86586 -0.67872 -0.25935 2.161 -0.673 3.999
N 1.03509 0.69116 -0.91991 1.810 -0.051 1.413
C -0.22254 0.59397 -0.15666 0.226 -0.995 2.982
C 0.20659 -0.32011 1.08948 1.742 -0.143 0.718
C 0.94239 -1.48047 0.41273 2.293 -0.502 -0.414
C -0.72244 1.91020 0.36481 0.180 1.367 -0.814
C -1.29955 -0.08252 -0.95783 -0.705 -0.079 -3.586
C 1.66288 -0.69369 -0.80912 0.745 -1.144 1.128
H 1.81925 -2.04867 0.98764 -2.085 1.432 -0.694
H 1.01199 0.37319 1.61778 -1.893 -1.563 -0.414
H 1.53920 -1.26004 -1.70224 -0.614 -0.152 -0.986
H -1.66791 0.64736 -1.75895 0.422 -0.519 1.092
H 0.21957 -2.29805 0.13164 0.676 0.961 -0.168
H -0.12898 2.50554 1.03992 1.148 -0.354 0.273
H 1.67320 1.36547 -0.36371 -1.431 -1.368 -1.249
H -0.87230 2.58458 -0.47445 -0.307 0.088 -0.270
H -0.88608 -0.86840 -1.64594 -0.078 0.351 1.085
H -1.63024 1.86014 0.91569 -1.095 -0.591 0.097
H -0.51118 -0.87056 1.79030 0.642 1.755 -0.568
H -2.11712 -1.09926 1.38470 -1.958 0.815 -3.742
H 2.81404 -0.83110 -0.68654 -1.880 1.365 0.120
```
Forces are in eV/Å.

Atom charges from the Mulliken analysis, given in e for atoms 1 to 2: atom 1 (S): -0.22, atom 2 (N): -0.58